[1]
C12H42O9 | ωB97M-V/def2-TZVPD

ORCA input file:
```
! wB97M-V def2-TZVPD RIJCOSX def2/J DEFGRID3
* xyz 0 1
C 19.2785 1.2240 -9.1742
C 19.9998 2.5768 -9.3954
O 19.0282 3.4434 -10.0766
H 20.0045 0.5173 -8.7723
H 18.8290 0.8312 -10.0862
H 18.4746 1.3068 -8.4428
H 20.8832 2.3477 -9.9914
H 20.2995 3.1830 -8.5405
H 19.4055 4.3157 -9.9412
C 32.0411 -4.4661 -11.5987
C 30.7590 -3.7171 -11.9344
O 30.1595 -4.2854 -13.0463
H 32.7833 -4.3932 -12.3936
H 31.8011 -5.5285 -11.6392
H 32.5196 -4.2722 -10.6387
H 31.0551 -2.6811 -12.0989
H 30.0101 -3.6407 -11.1461
H 29.5612 -4.9527 -12.7024
C 21.8982 4.9010 -15.6132
C 22.2478 4.2608 -14.2727
O 23.5976 3.9283 -14.3386
H 20.8310 5.1194 -15.5747
H 22.0562 4.1310 -16.3684
H 22.5090 5.7972 -15.7219
H 21.6235 3.3673 -14.2700
H 21.9811 4.9557 -13.4764
H 23.6878 3.1031 -13.8564
C 32.7684 3.7126 -9.8197
C 32.3207 4.4828 -11.0614
O 33.4201 4.6371 -11.9384
H 33.1682 2.7568 -10.1583
H 31.9561 3.6006 -9.1016
H 33.6247 4.1654 -9.3200
H 31.9839 5.4456 -10.6769
H 31.4770 3.9909 -11.5454
H 34.0982 5.0843 -11.4267
C 27.2635 1.2474 -11.6838
C 26.0782 0.4452 -11.0302
O 24.9972 0.4459 -11.9322
H 27.6211 0.7188 -12.5675
H 28.0834 1.3082 -10.9682
H 26.9586 2.2890 -11.7843
H 25.7814 0.9039 -10.0870
H 26.2826 -0.6113 -10.8571
H 24.2868 -0.1567 -11.7001
C 23.3483 1.0369 -5.2331
C 22.1998 0.7098 -4.3676
O 21.8974 1.7655 -3.4822
H 23.6095 0.1485 -5.8082
H 24.2752 1.4095 -4.7972
H 23.0834 1.8106 -5.9538
H 22.5140 -0.1564 -3.7853
H 21.2923 0.3695 -4.8664
H 21.1119 1.5237 -2.9860
O 22.2645 -3.2128 -12.2288
H 22.3597 -4.0971 -11.8749
H 21.3193 -3.0898 -12.3161
O 30.5595 -0.6065 -15.7665
H 29.8995 -0.1951 -16.3245
H 30.3629 -1.5422 -15.8123
O 25.3898 -0.9123 -15.6878
H 25.3037 -0.5526 -14.8050
H 26.1059 -0.4138 -16.0813
*
```

Energy, eV: -31549.5162
Relative energy (zero: lowest compared OMol25 entry of this formula, charge and spin), kJ/mol: 376.2
Kohn-Sham gap, eV: 10.360
SMILES string: CCO.CCO.CCO.CCO.CCO.CCO.O.O.O
Highest occupied orbital energy, eV: -10.2



[2]
C44H99B2N9O26V | ωB97M-V/def2-TZVPD

ORCA input file:
```
! wB97M-V def2-TZVPD RIJCOSX def2/J DEFGRID3
* xyz 0 2
O -0.0922 -0.0858 1.0363
V -0.0574 -0.3738 -0.4898
O 4.4543 -9.0419 -5.0693
C 4.6220 -8.3525 -4.1027
O 4.4128 -7.0699 -4.0458
B 4.7923 -6.5795 -2.7093
O 5.2450 -7.7266 -1.9898
C 5.1123 -8.7984 -2.7152
O 5.3421 -9.9073 -2.2985
O 3.6526 -5.8394 -1.9604
C 3.9900 -4.6291 -1.6751
O 3.3006 -3.8247 -1.0857
C 5.4006 -4.3709 -2.2206
O 5.8280 -5.4642 -2.7466
O 6.0174 -3.3096 -2.2163
O -8.3523 2.0829 -2.7582
C -7.7323 1.1202 -2.3301
O -6.9238 0.3753 -3.0640
B -6.4982 -0.7682 -2.2215
O -6.9899 -0.4989 -0.8901
C -7.8037 0.5554 -0.9482
O -8.4535 0.9692 0.0246
O -4.9636 -0.9045 -2.1965
C -4.6503 -2.1525 -2.2806
O -3.5061 -2.5415 -2.0662
C -5.8781 -2.9601 -2.6828
O -6.9233 -2.1214 -2.6557
O -5.9239 -4.1510 -2.9414
C -4.0228 1.8170 0.0559
C -2.9189 0.8371 0.4342
C -3.4539 -0.2839 1.2696
O -2.4460 -1.1886 1.6336
C -2.7166 -2.0608 2.6591
N -2.1635 0.3039 -0.7596
H -4.6145 1.3330 -0.7240
H -3.5403 2.6765 -0.3899
H -4.5809 2.1727 0.9286
H -2.1412 1.2461 1.0841
H -4.2393 -0.8335 0.7162
H -3.9440 0.0924 2.1802
H -3.4738 -2.7932 2.3347
H -2.9186 -1.5899 3.6248
H -1.7418 -2.4834 2.8786
H -2.0705 1.0826 -1.4511
H -2.7119 -0.4258 -1.2598
C 3.4677 0.5438 0.7369
C 3.0512 -0.9213 0.6192
C 2.4505 -1.4486 1.9021
O 1.6081 -2.5728 1.6239
C 1.1572 -3.2660 2.7506
N 2.0550 -1.0706 -0.5456
H 4.4032 0.6968 1.2681
H 2.6973 1.1813 1.1942
H 3.6572 0.8713 -0.2889
H 3.9578 -1.4818 0.3702
H 1.9538 -0.6283 2.4321
H 3.2871 -1.7912 2.5367
H 0.5217 -4.1207 2.5252
H 0.6379 -2.5307 3.3668
H 2.0335 -3.5807 3.3296
H 2.6563 -0.8141 -1.3772
H 1.7689 -2.0496 -0.7207
C 6.1270 0.3720 -1.4565
C 5.0841 0.4288 -2.5602
C 5.6865 0.6445 -3.8819
O 4.6314 0.6704 -4.8952
C 5.2051 0.5373 -6.2151
N 4.2716 -0.7818 -2.5428
H 5.6049 -0.0315 -0.5949
H 6.6357 1.3082 -1.2500
H 6.8743 -0.3919 -1.7070
H 4.4307 1.2926 -2.3364
H 6.3418 -0.2422 -4.0616
H 6.2287 1.5880 -3.9900
H 5.5792 -0.4622 -6.4953
H 6.0428 1.2420 -6.2992
H 4.4308 0.8294 -6.9217
H 3.8646 -0.9300 -3.4658
H 4.7723 -1.6383 -2.2529
C -3.1328 4.1947 3.0074
C -3.2185 5.1528 1.8866
C -3.6744 6.5406 2.2899
O -2.6704 7.1483 3.0752
C -3.1556 8.3185 3.7400
N -1.8746 5.1481 1.1511
H -4.0081 4.2644 3.6565
H -2.2322 4.3696 3.6018
H -3.0982 3.1911 2.5758
H -3.9786 4.8404 1.1566
H -4.6049 6.6644 2.8624
H -3.7927 7.1163 1.3525
H -2.2906 8.6977 4.2774
H -3.9377 8.1644 4.4850
H -3.5253 9.0668 3.0236
H -1.1679 5.4926 1.8031
H -1.9116 5.8631 0.4215
C -4.3968 3.1046 -4.2508
C -3.5311 2.0832 -3.6030
C -3.0425 1.0433 -4.6246
O -2.6066 -0.1957 -4.0549
C -2.3605 -1.2169 -4.9802
N -2.4049 2.7249 -2.8086
H -3.6859 3.7923 -4.7114
H -4.8538 3.6585 -3.4343
H -5.1488 2.7490 -4.9535
H -4.1941 1.5289 -2.9325
H -2.1695 1.4163 -5.1963
H -3.8356 0.9499 -5.3733
H -3.2070 -1.3292 -5.6755
H -2.1865 -2.1548 -4.4716
H -1.4309 -0.9292 -5.4878
H -1.7451 3.3184 -3.3391
H -2.7972 3.2849 -2.0490
C -0.9964 -4.7614 -0.1580
C -0.1242 -3.6609 -0.8074
C 0.2370 -3.8980 -2.2320
O 1.0360 -2.8551 -2.7683
C 1.4336 -2.9909 -4.1115
N -0.9125 -2.3301 -0.6808
H -1.1840 -4.4647 0.8766
H -0.6102 -5.7787 -0.1950
H -1.9535 -4.7793 -0.6982
H 0.8062 -3.5684 -0.2454
H -0.6164 -4.1224 -2.9103
H 0.8666 -4.8017 -2.1624
H 1.9436 -3.9446 -4.2853
H 2.1493 -2.1951 -4.3062
H 0.5842 -2.9672 -4.8157
H -1.7007 -2.2371 -1.3566
H -1.3032 -2.1426 0.2598
C 4.9242 2.5652 4.0221
C 3.6472 1.7935 4.2241
C 3.9522 0.4888 4.9369
O 2.8299 -0.3775 5.0537
C 3.0921 -1.4292 5.8902
N 2.7120 2.6128 5.0154
H 5.4486 2.7348 4.9635
H 4.7715 3.5799 3.6487
H 5.5988 2.1108 3.2916
H 3.2769 1.4614 3.2427
H 4.2368 0.7464 5.9704
H 4.8123 0.0434 4.4040
H 2.1845 -2.0203 6.0395
H 3.4928 -1.0366 6.8369
H 3.8927 -2.0387 5.4385
H 2.6035 3.5705 4.6986
H 1.8044 2.1910 5.1825
C -0.5186 1.2238 4.1674
C -0.7364 0.3923 5.4041
C -2.0759 0.4856 5.9850
O -2.0272 0.1003 7.3646
C -3.2786 0.0465 8.0025
N -0.4227 -1.0447 5.0418
H -1.0712 0.7141 3.3597
H 0.5050 1.1709 3.8387
H -0.9041 2.2427 4.2380
H -0.2159 0.9078 6.2310
H -2.7895 -0.1801 5.4675
H -2.4871 1.5060 5.9308
H -3.1744 -0.2684 9.0358
H -3.9971 -0.5485 7.4113
H -3.6873 1.0636 8.0546
H 0.5027 -1.0470 4.6042
H -0.4738 -1.7470 5.7876
C 1.4210 1.1664 -4.3763
C 1.1656 0.8668 -2.9347
C 0.9436 2.0552 -2.0864
O 0.5818 1.7018 -0.7561
C 0.2293 2.8140 0.0983
N 0.0037 -0.0217 -2.7205
H 0.5108 1.5933 -4.8164
H 1.7387 0.3056 -4.9625
H 2.2322 1.8850 -4.4362
H 2.0020 0.3121 -2.5314
H 0.1898 2.6939 -2.5591
H 1.9043 2.5749 -2.0118
H 1.1346 3.4251 0.0458
H 0.1144 2.4082 1.0888
H -0.6279 3.4063 -0.2272
H 0.2914 -0.9539 -3.0553
H -0.9465 0.2029 -3.0785
*
```

Energy, eV: -140929.8699
Relative energy (zero: lowest compared OMol25 entry of this formula, charge and spin), kJ/mol: 0.0
Kohn-Sham gap (spin up / spin down), eV: 8.890 / 8.895
Highest occupied orbital energy (spin up / spin down), eV: -9.4 / -9.4



[3]
C13H17NO3S | ωB97M-V/def2-TZVPD

ORCA input file:
```
! wB97M-V def2-TZVPD RIJCOSX def2/J DEFGRID3
* xyz 0 1
C -2.3325 -3.7660 0.5407
S -2.4328 -2.1655 -0.3043
C -2.1060 -1.0862 1.1409
C -2.3818 0.3775 0.8351
C -1.7044 0.8707 -0.4563
N -0.2970 0.5030 -0.5464
C 0.6374 0.7555 0.3874
O 0.4019 1.4532 1.3754
C 2.0031 0.2243 0.1340
C 3.0375 1.0728 0.5327
C 4.3593 0.7309 0.3374
C 4.6640 -0.4853 -0.2509
C 3.6458 -1.3444 -0.6183
C 2.3054 -1.0172 -0.4376
C 1.2751 -2.0323 -0.8387
C -1.9320 2.3996 -0.5620
O -2.6742 2.8594 -1.3840
O -1.2915 3.1335 0.3234
H -2.4611 -4.5298 -0.2188
H -1.3595 -3.8705 1.0135
H -3.1266 -3.8384 1.2790
H -1.0654 -1.2316 1.4389
H -2.7548 -1.4241 1.9492
H -2.0413 0.9654 1.6907
H -3.4547 0.5347 0.7130
H -2.2053 0.4085 -1.3112
H -0.0285 -0.0156 -1.3655
H 2.7747 2.0113 0.9971
H 5.1449 1.4041 0.6438
H 5.6928 -0.7705 -0.4119
H 3.8910 -2.3016 -1.0562
H 0.3687 -1.9557 -0.2474
H 1.0098 -1.9208 -1.8915
H 1.6812 -3.0347 -0.7165
H -0.6772 2.5879 0.8986
*
```

Energy, eV: -32226.0489
Relative energy (zero: lowest compared OMol25 entry of this formula, charge and spin), kJ/mol: 8.9
Kohn-Sham gap, eV: 9.444
SMILES string: CSCC[C@H](NC(=O)c1ccccc1C)C(=O)O
Highest occupied orbital energy, eV: -9.0



[4]
C2H2N2O3 | ωB97M-V/def2-TZVPD

ORCA input file:
```
! wB97M-V def2-TZVPD RIJCOSX def2/J DEFGRID3
* xyz 0 1
O -1.0986 1.0364 2.6170
C -0.3405 0.6612 1.7820
N -0.6838 0.5059 0.3881
N -0.1524 -0.2922 -0.3881
O 0.2946 -1.7306 -0.1995
C 0.2947 -0.2458 -1.7880
O 1.2740 0.4072 -2.0278
H 0.6862 0.5523 1.9796
H -0.2743 -0.8944 -2.3633
*
```

Energy, eV: -11223.4138
Relative energy (zero: lowest compared OMol25 entry of this formula, charge and spin), kJ/mol: 520.2
Kohn-Sham gap, eV: 9.018
SMILES string: O=C/N=[N+](\[O-])C=O
Highest occupied orbital energy, eV: -11.0